1.
Entry from the OMol25 dataset: 9 unconnected molecules or ions with the total composition C23H48B3NO37S8 (the ωB97M-V functional and the def2-TZVPD basis).

Values from the calculation:
DFT total energy   -7003.729545 Eh
Orbital gap   0.353 Ha
LUMO level   0.02 eV
Structure (SMILES)   CCCCNB1OBOB(CCOC=O)O1.O=S1(=O)OCCO1.O=S1(=O)OCCO1.O=S1(=O)OCCO1.O=S1(=O)OCCO1.O=S1(=O)OCCO1.O=S1(=O)OCCO1.O=S1(=O)OCCO1.O=S1(=O)OCCO1
Charge   0

Geometry as XYZ:
```
120
Properties=species:S:1:pos:R:3:mulliken_charge:R:1
C -0.5559 3.7963 -4.8205 -0.81
C -0.7226 2.2445 -5.3998 -0.38
C -1.6192 1.3718 -4.3355 0.11
C -0.8207 0.1139 -3.6426 0.76
N -1.1319 -0.0367 -2.1437 -0.27
B -0.2703 0.8903 -1.3016 0.12
O 0.2032 0.5385 0.0838 -0.29
B 1.2134 1.5846 0.4713 0.58
O 2.3496 1.9205 -0.4576 -0.40
B 1.7206 2.0189 -1.7892 0.46
C 2.4717 1.8825 -3.2454 0.09
C 4.0515 2.3213 -3.2484 -0.57
O 4.8472 1.0843 -3.3157 -0.21
C 5.1747 0.7332 -4.7163 0.17
O 5.8236 1.5412 -5.5735 -0.53
O 0.2289 2.2216 -1.7984 -0.19
H 0.5767 4.1383 -4.9174 0.22
H -1.2245 4.5630 -5.4332 0.31
H -0.8151 3.8133 -3.6794 0.11
H -1.3245 2.2522 -6.4176 0.37
H 0.3211 1.7034 -5.5251 0.19
H -2.5445 0.9225 -4.9354 -0.08
H -2.0831 2.0292 -3.4575 0.16
H -1.2659 -0.8725 -4.1442 -0.46
H 0.3357 0.0836 -3.8731 -0.14
H -0.7825 -1.0191 -1.9308 0.22
H 1.0785 2.1746 1.5048 -0.12
H 2.4187 0.7269 -3.5393 0.15
H 1.8055 2.4706 -4.0378 -0.25
H 4.3855 2.8869 -2.2693 0.23
H 4.2039 3.0464 -4.1730 0.33
H 4.8800 -0.3391 -5.1264 0.39
O 6.6319 -4.2725 -5.4061 -0.53
S 7.1073 -4.2391 -4.0408 1.07
O 7.6682 -5.3912 -3.3742 -0.52
O 5.9228 -3.6234 -3.1049 -0.30
C 6.4009 -2.4555 -2.4396 -0.25
C 7.4694 -1.8708 -3.3594 -0.27
O 8.1564 -2.9984 -3.8974 -0.33
H 6.8310 -2.7619 -1.4806 0.30
H 5.5805 -1.7550 -2.2623 0.25
H 8.1627 -1.2145 -2.8280 0.31
H 7.0158 -1.3229 -4.1921 0.27
O 1.0423 2.9232 3.7863 -0.53
S 1.9102 2.6270 4.9044 0.94
O 2.7849 3.6082 5.5033 -0.58
O 2.7904 1.3071 4.5291 -0.34
C 2.5506 0.2851 5.4951 -0.42
C 1.1348 0.5334 6.0086 0.10
O 1.0084 1.9515 6.0837 -0.20
H 3.2862 0.3962 6.2983 0.26
H 2.6571 -0.7030 5.0394 0.38
H 0.9606 0.0783 6.9865 0.47
H 0.3876 0.1649 5.2978 -0.01
O 7.0456 -1.7202 7.2746 -0.54
S 6.8141 -0.3613 7.7116 1.08
O 6.2053 -0.0353 8.9803 -0.54
O 6.0062 0.4216 6.5317 -0.21
C 6.7646 1.5523 6.1055 -0.30
C 8.2239 1.1835 6.3587 -0.36
O 8.2181 0.4595 7.5870 -0.31
H 6.4643 2.4123 6.7127 0.27
H 6.5699 1.7666 5.0512 0.31
H 8.8689 2.0623 6.4321 0.31
H 8.6036 0.5180 5.5763 0.30
O -3.7805 -1.5502 4.7348 -0.61
S -2.7539 -0.8057 4.0396 1.08
O -1.3775 -0.7676 4.4758 -0.51
O -3.2796 0.7252 3.8452 -0.37
C -3.3086 1.0452 2.4553 0.13
C -3.5434 -0.2806 1.7364 -0.25
O -2.7854 -1.2412 2.4681 -0.38
H -2.3384 1.4742 2.1842 0.11
H -4.0978 1.7728 2.2479 0.32
H -3.2229 -0.2507 0.6923 0.11
H -4.5973 -0.5739 1.7850 0.36
O -1.4277 2.9759 8.3271 -0.60
S -1.0909 1.6459 8.7839 1.24
O -0.9852 0.5118 7.8956 -0.50
O -2.0991 1.2571 10.0047 -0.31
C -1.3382 0.9690 11.1765 -0.39
C -0.0614 1.7954 11.0471 -0.35
O 0.2793 1.7416 9.6637 -0.25
H -1.1150 -0.1027 11.1828 0.27
H -1.9074 1.2266 12.0737 0.32
H 0.7530 1.4025 11.6603 0.31
H -0.2418 2.8431 11.3099 0.29
O -4.6941 0.4538 -1.2929 -0.38
S -5.6983 0.8671 -0.3379 1.01
O -5.3742 1.3794 0.9731 -0.63
O -6.7708 -0.3492 -0.1695 -0.30
C -8.0752 0.1160 -0.5123 -0.45
C -7.8555 1.2341 -1.5278 -0.03
O -6.6952 1.9275 -1.0743 -0.37
H -8.5507 0.4973 0.3971 0.34
H -8.6760 -0.7008 -0.9211 0.34
H -8.7097 1.9125 -1.5917 0.34
H -7.6391 0.8273 -2.5213 -0.01
O -2.4724 -2.9596 -7.2165 -0.58
S -1.6045 -3.2558 -6.0984 1.05
O -0.7297 -2.2746 -5.4995 -0.51
O -0.7243 -4.5757 -6.4737 -0.31
C -0.9641 -5.5977 -5.5076 -0.38
C -2.3799 -5.3494 -4.9942 -0.35
O -2.5063 -3.9313 -4.9191 -0.24
H -0.2284 -5.4866 -4.7045 0.29
H -0.8576 -6.5858 -5.9634 0.31
H -2.5540 -5.8045 -4.0162 0.31
H -3.1271 -5.7179 -5.7050 0.30
O -4.5542 -0.1578 -4.4517 -0.41
S -5.8229 -0.8490 -4.5126 1.05
O -6.6526 -1.0752 -3.3521 -0.56
O -5.5898 -2.2739 -5.2698 -0.29
C -6.4239 -2.3405 -6.4253 -0.35
C -6.6163 -0.8941 -6.8732 -0.38
O -6.7325 -0.1423 -5.6674 -0.35
H -7.3769 -2.7923 -6.1318 0.27
H -5.9546 -2.9534 -7.1995 0.33
H -7.5055 -0.7654 -7.4951 0.32
H -5.7375 -0.5292 -7.4153 0.29
```

---

2.
Entry from the OMol25 dataset: a molecular structure, C23H48BNNbO6 (the ωB97M-V functional and the def2-TZVPD basis).

Values from the calculation:
DFT total energy   -1492.955577 Eh
Orbital gap   0.236 Ha
LUMO level   2.41 eV
Charge   -1

Geometry as XYZ:
```
80
Properties=species:S:1:pos:R:3:mulliken_charge:R:1
C 5.5595 -0.2488 1.3917 -1.21
C 4.6589 0.0683 0.1577 -0.07
C 3.1941 0.1485 0.6383 -0.95
Nb 1.7071 0.9631 -0.9091 -1.08
C 1.1695 -1.2320 -1.4210 -1.09
C 2.0682 -1.8974 -2.5090 -0.44
C 1.3152 -2.7670 -3.5101 -0.81
O 0.7165 -1.9863 -4.5617 -0.12
C -0.0109 -2.7199 -5.4220 0.59
C -1.4478 -2.2520 -5.6244 -0.75
O 0.4053 -3.6745 -6.0512 -0.60
C 0.1299 0.9877 0.7517 -0.59
O -1.1704 1.5896 0.4246 -0.33
C -2.1296 1.1995 1.3067 -0.19
C -1.9589 1.1731 2.6798 0.09
C -2.9301 0.7498 3.5463 -0.67
C -4.1450 0.3199 3.0450 -0.43
C -4.3281 0.3689 1.6898 -0.40
C -3.3572 0.7978 0.8218 -0.02
B 0.2140 1.5396 -2.6168 0.24
N -0.8165 2.5854 -2.5738 -0.53
O 0.3069 0.8348 -3.8576 -0.30
H 5.1444 -1.1206 1.9060 0.16
H 6.6124 -0.3913 1.1253 0.46
H 5.4114 0.5899 2.0826 0.28
H 4.7231 -0.8234 -0.4776 0.12
H 4.9975 0.9731 -0.3459 0.36
H 2.8151 -0.8133 1.0102 0.36
H 3.1321 0.8480 1.4944 0.56
H 2.1643 2.7264 -0.6407 -0.03
H 3.0164 0.9347 -2.2110 -0.02
H 0.1034 -1.3334 -1.6620 0.54
H 1.3593 -1.7706 -0.4825 0.56
H 2.6255 -1.1586 -3.0890 0.14
H 2.7896 -2.5572 -2.0137 0.49
H 2.0399 -3.4411 -3.9910 0.34
H 0.5839 -3.4211 -3.0166 0.39
H -1.5704 -1.7999 -6.6122 0.30
H -1.7326 -1.5116 -4.8748 0.11
H -2.0957 -3.1289 -5.5874 0.31
H -0.0624 -0.0541 1.0446 0.51
H 0.5749 1.5405 1.5922 0.42
H -1.0165 1.4977 3.1068 0.31
H -2.7016 0.7435 4.6068 0.36
H -4.8914 -0.0363 3.7467 0.36
H -5.2823 0.0315 1.2920 0.33
H -3.5840 0.8074 -0.2370 0.32
H -1.4143 2.4342 -3.3920 0.18
H -0.4449 3.5221 -2.7047 0.21
H 0.8276 1.3963 -4.4450 0.17
C -4.5086 1.8427 -2.7618 -1.06
C -5.8535 1.1844 -2.5058 -0.50
O -6.7247 1.9570 -1.6970 -0.41
C -7.0973 3.2158 -2.2193 -0.31
C -7.8602 3.1313 -3.5318 -1.06
H -4.0464 2.1559 -1.8258 0.45
H -3.8371 1.1510 -3.2718 0.27
H -4.6098 2.7313 -3.3891 0.39
H -5.6953 0.2508 -1.9632 0.38
H -6.3431 0.9163 -3.4497 0.35
H -6.2203 3.8648 -2.3190 0.29
H -7.7386 3.6729 -1.4640 0.34
H -7.2244 2.7727 -4.3432 0.26
H -8.2374 4.1151 -3.8154 0.39
H -8.7008 2.4410 -3.4432 0.29
C 6.0664 -2.8071 4.9462 -1.02
C 5.9527 -1.3905 5.4853 -0.36
O 4.7439 -0.7476 5.1395 -0.39
C 3.5555 -1.3444 5.6203 -0.28
C 3.4674 -1.3926 7.1374 -1.09
H 5.8650 -2.8250 3.8744 0.23
H 7.0671 -3.2030 5.1264 0.39
H 5.3519 -3.4787 5.4266 0.28
H 6.7473 -0.7820 5.0513 0.33
H 6.1030 -1.3724 6.5719 0.35
H 3.4256 -2.3433 5.1892 0.30
H 2.7397 -0.7316 5.2360 0.32
H 4.2050 -2.0771 7.5620 0.26
H 2.4795 -1.7345 7.4488 0.40
H 3.6519 -0.4052 7.5637 0.29
```

---

3.
Entry from the OMol25 dataset: a molecular structure, C23H48MnNO2P3 (the ωB97M-V functional and the def2-TZVPD basis).

Values from the calculation:
DFT total energy   -3284.355430 Eh
Orbital gap (spin up / spin down)   0.224 / 0.098 Ha
Multiplicity   5
LUMO level (spin up / spin down)   -10.12 / -13.56 eV
Charge   +3
Expectation value of S²   6.195

Geometry as XYZ:
```
78
Properties=species:S:1:pos:R:3:mulliken_charge:R:1
Mn 0.4411 -0.0528 -1.2124 0.61
P 0.6577 -2.1627 -1.5949 1.33
P 2.6605 0.1133 0.3672 0.91
P -2.0665 0.3211 -0.6731 1.16
H 1.8081 2.6761 -1.1043 0.49
C 0.7803 2.8709 -0.7164 -0.71
C 0.4625 2.9690 0.5733 -0.29
H 1.1857 2.6754 1.3645 0.08
C 1.6960 -2.0996 -3.0873 -1.19
C 1.4331 -3.2107 -0.3426 -1.14
C -0.9395 -2.8983 -2.0078 -1.31
C 3.4706 1.6281 1.0261 -1.50
C 2.8829 -0.9561 1.8530 -1.28
C 4.0415 -0.4939 -0.6949 -1.46
C -2.7963 1.9287 -0.1681 -1.58
C -2.8962 -0.8447 0.4514 -0.82
C -2.9824 0.0627 -2.2470 -1.24
H 0.0552 3.0725 -1.5248 0.31
H -0.6072 2.9593 0.8635 0.23
H 1.1329 -2.6109 -3.8785 0.44
H 2.6442 -2.6141 -2.8766 0.49
H 1.9291 -1.0738 -3.4190 0.11
H 1.3616 -4.2458 -0.7068 0.53
H 0.8947 -3.1059 0.6140 0.13
H 2.4868 -2.9379 -0.1827 0.38
H -0.7153 -3.8602 -2.4880 0.55
H -1.5037 -2.2437 -2.6907 0.26
H -1.5237 -3.0446 -1.0846 0.24
H 4.5636 1.5301 0.9958 0.47
H 3.1796 1.8021 2.0680 0.40
H 3.1754 2.5017 0.4441 0.43
H 3.8955 -1.3756 1.9074 0.53
H 2.1602 -1.7744 1.8482 0.07
H 2.7116 -0.3761 2.7657 0.42
H 5.0032 -0.2837 -0.2129 0.52
H 4.0026 0.0344 -1.6535 0.34
H 3.9619 -1.5664 -0.8943 0.32
H -3.8335 2.0143 -0.5311 0.49
H -2.2060 2.7558 -0.5841 0.38
H -2.8001 2.0111 0.9280 0.31
H -3.9058 -0.4995 0.7016 0.49
H -2.3040 -0.9335 1.3690 -0.15
H -2.9733 -1.8349 -0.0062 0.43
H -3.9435 0.5916 -2.1970 0.47
H -3.1645 -1.0052 -2.4109 0.43
H -2.3784 0.4625 -3.0752 0.05
C -0.1812 1.3412 -4.4318 0.73
C 0.7015 0.7249 -5.3256 -0.08
C 0.5501 1.0486 -6.6834 -0.63
C -0.4135 1.9650 -7.1240 -0.74
C -1.2625 2.5728 -6.1830 -0.55
C -1.1365 2.2612 -4.8364 0.07
O -0.2468 1.1060 -3.0687 0.14
H 0.4550 0.4043 -2.8191 -0.48
H 1.4754 0.0151 -5.0226 0.46
H 1.1844 0.5840 -7.4371 0.47
H -0.5110 2.2478 -8.1832 0.45
H -2.0159 3.2992 -6.4916 0.47
H -1.7675 2.7158 -4.0704 0.49
O -0.2461 -0.8680 2.1242 -0.30
C -0.3811 -0.7970 3.3662 0.04
C 0.2575 0.2788 4.2160 -0.02
C -0.7669 1.1440 4.9482 -0.78
C -1.2289 0.5528 6.2774 -0.76
C -2.0444 -0.7359 6.1172 -0.62
C -1.2693 -1.8817 5.4622 -0.74
N -1.1377 -1.7269 4.0090 -0.07
H 0.9377 -0.2148 4.9292 0.55
H 0.8424 0.9078 3.5357 -0.31
H -0.3047 2.1153 5.1513 0.43
H -1.6371 1.3513 4.3057 0.24
H -0.3644 0.3589 6.9267 0.31
H -1.8564 1.2868 6.7960 0.36
H -2.3476 -1.0859 7.1128 0.36
H -2.9627 -0.5357 5.5403 0.30
H -0.2702 -1.9625 5.9169 0.32
H -1.8049 -2.8232 5.6349 0.43
H -1.3850 -2.5257 3.4312 0.34
```

---

4.
Entry from the OMol25 dataset: a molecular structure, C23H49F2I2N3O13S4 (the ωB97M-V functional and the def2-TZVPD basis).

Values from the calculation:
DFT total energy   -4435.579341 Eh
Orbital gap   0.300 Ha
LUMO level   -0.89 eV
Charge   0

Geometry as XYZ:
```
96
Properties=species:S:1:pos:R:3:mulliken_charge:R:1
C -5.1862 1.3836 2.3018 -0.82
C -5.3908 0.5065 0.8923 -0.22
N -4.1056 -0.1515 0.4472 -0.18
C -3.4129 0.6153 -0.6727 -0.87
O -3.1228 2.0338 -0.2753 -0.12
C -3.3750 2.9543 -1.3937 0.39
C -4.9713 3.3870 -1.5641 -1.02
I -5.7982 4.3723 0.2372 0.15
C -5.2712 4.2223 -2.9623 -0.05
C -5.3400 3.1019 -4.1856 -0.71
I -7.2878 5.1302 -2.8832 0.07
S -2.2339 4.4768 -1.4011 1.13
O -2.9880 5.8198 -1.2588 -0.54
O -1.5167 4.5325 -2.8063 -0.60
F -1.0271 4.4424 -0.1847 -0.20
C -2.0564 -0.2184 -1.0494 0.40
C -1.0853 -0.3656 0.3058 -0.48
C -0.1739 0.9591 0.6081 -0.87
N -1.1873 0.5760 -2.0474 -0.38
C -0.2064 -0.2251 -2.5791 0.80
O 0.7631 -0.9237 -3.1916 -0.57
N -2.2567 -1.6266 -1.5414 -0.13
C -3.4562 -1.8185 -2.4246 -0.56
C -3.4413 -0.9908 -3.8415 -0.09
C -2.5879 -1.7783 -5.0457 -0.34
F -1.3291 -1.0911 -5.4149 -0.30
H -6.2166 1.9662 2.4494 0.27
H -4.9593 0.6984 3.2292 0.30
H -4.3771 2.2359 2.1370 0.12
H -5.9568 1.1106 0.0658 0.11
H -6.1266 -0.3798 1.2065 0.35
H -4.2187 -1.1643 0.2247 0.35
H -4.2023 0.7067 -1.5427 0.24
H -3.1090 2.3817 -2.4070 0.05
H -5.5973 2.3759 -1.6706 0.37
H -4.4268 4.9741 -3.2623 0.44
H -6.2751 3.2773 -4.9013 0.35
H -4.3483 3.1684 -4.8239 0.22
H -5.4238 1.9966 -3.8109 0.13
H -1.6654 -0.7488 1.2459 0.34
H -0.3197 -1.2359 0.0190 0.11
H -0.5438 1.9508 0.1117 0.03
H 0.9551 0.6941 0.3376 0.35
H -0.1694 1.1132 1.7914 0.32
H -2.1587 -2.3485 -0.7947 0.25
H -3.4737 -2.9743 -2.7243 0.52
H -4.5051 -1.6455 -1.8811 0.16
H -3.1496 0.1397 -3.7549 -0.06
H -4.5689 -1.0003 -4.2352 0.38
H -3.2724 -1.7572 -6.0236 0.25
H -2.4429 -2.9335 -4.8038 0.23
O -0.4790 -3.6287 0.9026 -0.48
S 0.0524 -4.9675 1.0516 0.99
O -0.8052 -6.1288 1.1444 -0.61
O 1.0975 -4.9869 2.3017 -0.24
C 0.6575 -4.5133 3.5659 -0.23
C -0.1930 -5.5476 4.2789 -1.03
C 1.2423 -5.2494 -0.2353 -0.94
H 0.1224 -3.5633 3.4624 0.23
H 1.5541 -4.3153 4.1629 0.28
H -1.1449 -5.6978 3.7603 0.29
H -0.4120 -5.2297 5.3020 0.40
H 0.3158 -6.5162 4.3074 0.27
H 1.9298 -4.4025 -0.2730 0.30
H 0.7031 -5.3369 -1.1810 0.37
H 1.7779 -6.1770 -0.0248 0.35
O 4.1439 4.8137 2.6180 -0.66
S 3.8414 3.6735 1.7781 1.03
O 4.2834 2.3364 2.1091 -0.44
O 4.2885 4.0091 0.2476 -0.24
C 5.6222 4.4310 0.0035 -0.36
C 6.5841 3.2579 0.0126 -0.96
C 2.0898 3.6315 1.4922 -0.97
H 5.9267 5.1987 0.7228 0.34
H 5.6344 4.8951 -0.9884 0.26
H 6.6720 2.8303 1.0161 0.24
H 7.5807 3.5722 -0.3094 0.40
H 6.2305 2.4605 -0.6485 0.26
H 1.7576 4.6247 1.1851 0.40
H 1.6016 3.3450 2.4262 0.46
H 1.8755 2.8923 0.7181 0.19
O 7.5792 -1.9571 0.3812 -0.65
S 6.4510 -2.6188 1.0028 1.16
O 5.0896 -2.3816 0.5749 -0.53
O 6.5369 -2.4092 2.6165 -0.25
C 6.6468 -1.0891 3.1279 -0.44
C 5.3058 -0.3795 3.1210 -0.79
C 6.7465 -4.3692 0.9916 -0.92
H 7.4003 -0.5177 2.5754 0.32
H 7.0001 -1.1747 4.1609 0.27
H 4.9683 -0.1884 2.0977 0.26
H 5.3736 0.5807 3.6395 0.36
H 4.5393 -0.9930 3.6047 0.26
H 7.7527 -4.5606 1.3688 0.32
H 6.6594 -4.7202 -0.0390 0.36
H 5.9967 -4.8585 1.6161 0.29
```

---

no.,F_max (Eh/bohr)
1,0.17202
2,0.05380
3,0.10932
4,0.21565